[1]
{
  "formula": "C8H11NO3",
  "method": "ωB97M-V/def2-TZVPD",
  "molar_mass_g_mol": 169.2,
  "total_charge": 0,
  "homo_lumo_gap_ha": 0.31677,
  "homo_ev": -8.474,
  "de_lowest_kcal_mol": 98.0,
  "total_energy_ha": -591.77074,
  "smiles": "Cc1cccc(O)c1C.O=NO",
  "symbols": ["C", "C", "H", "H", "N", "H", "C", "O", "C", "H", "C", "H", "H", "O", "H", "C", "H", "C", "H", "H", "O", "H", "C"],
  "xyz": [[0.524, -2.160, 0.294], [-1.833, 1.282, -0.698], [-0.683, -3.219, -1.087], [-1.376, 1.876, -1.386], [1.706, 0.987, -0.975], [0.599, 0.273, -2.408], [-1.267, -1.057, -0.888], [1.679, -1.231, 2.050], [0.700, -1.029, 1.126], [1.238, 1.337, 1.992], [-1.035, 0.111, -0.217], [-2.198, 1.884, 0.111], [-2.088, -1.074, -1.576], [1.527, 0.225, -2.250], [-2.788, 0.944, -1.182], [0.324, 1.482, 1.573], [1.849, -0.573, 2.673], [-0.509, -2.243, -0.617], [-0.447, 1.638, 2.189], [1.069, -3.125, 0.562], [2.817, 1.288, -0.789], [0.180, 2.242, 0.780], [0.011, 0.143, 0.723]],
  "atomic_forces_ev_per_a": [[-0.18, -1.73, 1.30], [-2.64, -1.64, 1.74], [-0.13, 0.68, -0.07], [1.69, 1.79, -1.87], [0.73, 0.51, -1.42], [-1.45, -0.14, 0.18], [0.49, -2.32, 0.25], [-0.27, -1.35, -1.26], [-0.54, -0.26, -2.60], [2.60, 0.48, 1.20], [0.85, -0.42, -0.36], [0.08, 0.62, 0.56], [-0.25, -0.23, -0.39], [2.27, 0.82, 1.18], [0.93, -0.02, 0.31], [-1.41, -2.17, -6.20], [-0.01, 1.98, 1.30], [-0.06, 1.17, -0.22], [-2.67, 0.46, 2.99], [-0.54, 1.56, -0.39], [-1.00, -0.93, -0.47], [1.06, 0.13, 0.72], [0.42, 1.02, 3.51]]
}


[2]
{
  "formula": "C8H11NO3S",
  "method": "ωB97M-V/def2-TZVPD",
  "molar_mass_g_mol": 201.2,
  "total_charge": 0,
  "homo_lumo_gap_ha": 0.29143,
  "homo_ev": -7.688,
  "de_lowest_kcal_mol": 159.7,
  "total_energy_ha": -989.87534,
  "symbols": ["H", "H", "O", "C", "C", "H", "H", "N", "C", "C", "H", "C", "H", "C", "C", "H", "H", "H", "H", "O", "O", "H", "C", "S"],
  "xyz": [[4.224, -2.619, 0.034], [-2.279, -0.472, -1.496], [1.302, 1.900, 0.285], [2.370, 1.344, -0.138], [-0.727, 0.552, -0.770], [-3.283, -1.231, 0.585], [4.026, -0.688, -1.096], [-2.220, 0.188, -0.691], [-3.155, 1.303, -0.652], [2.449, -0.154, 0.174], [-0.574, 1.473, -1.281], [-2.370, -0.700, 0.529], [0.883, -1.474, 0.330], [1.217, -0.631, 0.914], [3.228, -1.064, -0.424], [-3.171, 1.850, -1.567], [1.277, -0.981, 1.870], [-4.163, 1.185, -0.186], [-2.859, 2.186, 0.060], [3.264, -2.457, -0.121], [3.243, 1.909, -0.750], [-1.275, -1.363, 2.185], [-1.288, -0.736, 1.280], [-0.121, 0.678, 0.929]],
  "atomic_forces_ev_per_a": [[-1.07, -0.14, -0.28], [-0.67, 1.10, 0.51], [-1.08, 0.42, 0.43], [0.95, -0.98, -0.67], [0.17, -0.67, 0.79], [-0.74, -0.49, 0.01], [-0.50, -0.44, 0.35], [1.01, -1.12, 0.98], [-0.97, 3.22, 2.18], [-1.50, -0.74, 0.19], [-0.28, 0.82, -0.22], [1.36, 0.56, -0.91], [-0.85, -0.06, -0.20], [0.17, 1.12, -2.57], [1.37, 0.62, 0.43], [-0.35, -0.19, -1.01], [0.71, -0.56, 2.93], [0.49, -1.06, -1.06], [0.65, -2.03, -0.93], [0.62, 1.80, -0.13], [0.84, 0.20, -0.35], [0.18, 0.42, -0.43], [-1.24, 0.63, 0.89], [0.73, -2.43, -0.96]]
}